(w)
Computed, not measured: a 2-piece molecular cluster, C2H6NO3 overall, with ωB97M-V/def2-TZVPD.

Calculated values
- Gap between HOMO and LUMO: 0.3358 Ha
- Charge: -1
- 2S+1: 1

Each line ends with the Löwdin charge.
Element x y z (Å)
O 1.848 2.139 0.235  -0.0946
O -0.180 -1.388 0.510  -0.1401
O 0.770 0.668 1.551  -0.1312
N -1.530 0.216 -0.636  0.0090
C -0.637 -0.910 -0.704  -0.4346
C 1.585 1.005 0.641  -0.6362
H 2.102 0.163 0.128  0.1055
H -1.172 -1.752 -1.169  0.0936
H 0.195 -0.665 -1.370  0.0969
H -1.013 1.078 -0.500  0.0524
H -2.132 0.108 0.170  0.0615
H 0.165 -0.661 1.144  0.0179

***

(x)
Computed, not measured: a 2-piece molecular cluster, C2H6NO3 overall, with ωB97M-V/def2-TZVPD.

Calculated values
- Gap between HOMO and LUMO: 0.3044 Ha
- Charge: -1
- 2S+1: 1

Each line ends with the Löwdin charge.
Element x y z (Å)
O -1.211 2.449 -1.021  -0.1206
O 0.340 1.068 0.862  -0.0899
O 0.317 -1.103 1.585  -0.0519
N -0.141 -1.893 -1.089  -0.0518
C 0.469 -0.173 0.806  -0.7057
C 0.668 -0.738 -0.712  -0.2527
H -0.512 1.930 -0.421  0.0469
H -1.085 -1.449 -0.886  0.0803
H -1.969 2.413 -0.525  -0.0531
H 0.012 -2.569 -0.281  0.0712
H 0.464 0.062 -1.350  0.0576
H 1.680 -0.976 -0.884  0.0696

***

(y)
Computed, not measured: C2H6NO3 as an isolated structure, with ωB97M-V/def2-TZVPD.

Calculated values
- Gap between HOMO and LUMO: 0.3188 Ha
- Charge: -1
- 2S+1: 1

Each line ends with the Löwdin charge.
Element x y z (Å)
O 2.304 1.115 1.231  -0.1863
O 1.117 1.526 -0.870  -0.1048
O -2.221 -2.118 -0.283  -0.1938
N -0.220 -0.210 -0.094  0.0273
C -1.678 -1.333 0.513  -0.3791
C 0.127 0.743 -0.920  -0.4391
H -2.333 -0.492 0.795  0.0687
H 3.122 1.543 0.967  -0.0165
H -0.981 -1.808 1.222  0.0690
H -0.371 0.885 -1.901  0.1085
H 0.541 -0.835 0.156  0.0732
H 1.864 1.010 0.276  -0.0271

***

Stability order, top to bottom: (w), (x), (y)

***

(w)
Computed, not measured: C4H5ClN2O as an isolated structure, with ωB97M-V/def2-TZVPD.

Calculated values
- Gap between HOMO and LUMO: 0.3373 Ha
- 2S+1: 1

Each line ends with the Löwdin charge.
Element x y z (Å)
Cl 1.889 -1.484 2.283  0.5851
O 0.009 1.137 0.913  -0.0566
N 0.928 -2.285 0.019  -0.0861
N 1.324 -1.243 0.688  -0.5033
C -0.671 -0.734 -0.603  -0.0527
C -0.066 -2.027 -0.765  -0.1704
C -0.077 -0.035 0.367  -0.1809
C -0.293 2.258 0.080  -0.0372
H -1.558 -0.462 -1.147  0.1080
H 0.075 3.135 0.607  0.0948
H -1.373 2.345 -0.077  0.0978
H -0.384 -2.764 -1.474  0.0989
H 0.197 2.158 -0.891  0.1025

***

(x)
Computed, not measured: a 2-piece molecular cluster, C4H5ClN2O overall, with ωB97M-V/def2-TZVPD.

Calculated values
- Gap between HOMO and LUMO: 0.3663 Ha
- SMILES: C[C@@H](Cl)C#[N+][O-].C#N
- 2S+1: 1

Each line ends with the Löwdin charge.
Element x y z (Å)
Cl 1.336 0.177 -1.314  0.4295
O -0.433 -3.737 0.655  0.0413
N -2.313 -2.007 -1.793  0.0807
N -0.131 -2.637 0.378  -0.1259
C 0.709 0.758 1.351  -0.1499
C 0.200 -1.536 0.410  -0.0872
C 0.189 -0.114 0.271  -0.5871
C -1.957 -2.492 -2.723  -0.0698
H 0.556 1.910 1.080  0.1352
H 1.713 0.584 1.614  0.0582
H -1.697 -2.909 -3.651  0.0513
H -0.892 0.224 0.045  0.1419
H 0.047 0.536 2.179  0.0818

***

(y)
Computed, not measured: an isolated molecule of C4H5ClN2O, with ωB97M-V/def2-TZVPD.

Calculated values
- Gap between HOMO and LUMO: 0.3456 Ha
- SMILES: [H]/N=C(\N)C(=O)/C=C/Cl
- 2S+1: 1

Each line ends with the Löwdin charge.
Element x y z (Å)
Cl 0.318 -1.994 2.493  0.6486
O -0.488 1.795 0.204  0.0881
N 0.359 -0.236 -2.501  0.1271
N -0.434 2.013 -2.428  0.1441
C -0.182 0.789 -0.389  -0.3445
C 0.017 -0.572 1.593  -0.5551
C 0.107 -0.499 0.272  -0.1126
C -0.053 0.816 -1.912  -0.4418
H -0.613 2.772 -1.783  0.0992
H -0.258 0.310 2.161  0.0813
H 0.400 -0.088 -3.533  0.0697
H -0.232 2.256 -3.352  0.0825
H 0.392 -1.353 -0.389  0.1136

***

Stability order, top to bottom: (y), (w), (x)

***

(w)
Computed, not measured: a 2-piece molecular cluster, CH6N4 overall, with ωB97M-V/def2-TZVPD.

Calculated values
- Gap between HOMO and LUMO: 0.3804 Ha
- 2S+1: 1

Each line ends with the Löwdin charge.
Element x y z (Å)
N 2.876 0.225 0.631  -0.0208
N -1.818 -0.184 0.204  -0.3362
N -2.753 -0.766 0.842  0.1135
N -0.727 0.452 0.278  0.1142
C -1.092 -0.072 -1.016  -0.1402
H 3.928 0.184 0.903  0.0509
H -3.381 -1.117 0.126  0.0447
H -1.559 0.739 -1.603  0.0900
H 2.295 0.538 1.360  -0.0399
H 2.824 0.923 -0.124  0.0005
H -0.593 -0.922 -1.602  0.1234

***

(x)
Computed, not measured: a 2-piece molecular cluster, CH6N4 overall, with ωB97M-V/def2-TZVPD.

Calculated values
- Gap between HOMO and LUMO (spin up / spin down): 0.3420 / 0.3415 Ha
- 2S+1: 1

Each line ends with the Löwdin charge.
Element x y z (Å)
N 2.395 -0.661 -0.202  -0.0426
N 0.500 0.679 0.026  -0.1057
N -1.376 -0.857 -0.212  -0.0091
N 1.904 -0.557 0.837  0.0458
C -0.939 0.476 0.140  -0.3895
H -1.263 0.682 1.168  0.1091
H -1.469 1.193 -0.503  0.1026
H 0.724 1.624 0.356  0.0562
H -1.128 -1.078 -1.169  0.0599
H -0.943 -1.548 0.390  0.0559
H 1.594 0.048 -0.830  0.1176

***

(y)
Computed, not measured: an isolated molecule of CH6N4, with ωB97M-V/def2-TZVPD.

Calculated values
- Gap between HOMO and LUMO: 0.3377 Ha
- SMILES: N/N=C/NN
- 2S+1: 1

Each line ends with the Löwdin charge.
Element x y z (Å)
N -0.355 1.831 -0.649  -0.0098
N 0.963 -0.362 0.377  -0.0781
N -1.055 0.588 -0.540  -0.1201
N 1.489 -1.541 0.849  -0.0744
C -0.274 -0.451 0.023  -0.2458
H 2.421 -1.691 0.374  0.0926
H -0.897 2.445 -1.246  0.0641
H -0.386 2.327 0.278  0.0921
H -1.941 0.606 -0.108  0.0861
H -0.862 -1.388 0.091  0.1176
H 0.897 -2.365 0.552  0.0758

***

Stability order, top to bottom: (y), (x), (w)

***

(w)
Computed, not measured: an isolated molecule of C6H8S2, with ωB97M-V/def2-TZVPD.

Calculated values
- Gap between HOMO and LUMO: 0.3057 Ha
- SMILES: S\C=C/C=C\C=C\S
- 2S+1: 1

Each line ends with the Löwdin charge.
Element x y z (Å)
S -0.209 2.250 -0.592  0.8521
S 3.152 0.243 0.162  0.6861
C -1.507 -0.800 0.144  -0.1251
C 0.777 -0.821 -0.739  -0.2812
C -1.311 0.355 1.029  -0.2251
C 1.477 -0.357 0.311  -0.5516
C -0.581 -1.329 -0.680  -0.1379
C -0.860 1.600 0.825  -0.5665
H -0.506 1.231 -1.236  -0.1837
H 1.234 -0.654 -1.702  0.0909
H 3.540 -0.310 -1.096  -0.0819
H -1.873 0.224 1.993  0.1160
H 0.988 -0.478 1.298  0.0892
H -1.099 2.416 1.508  0.0630
H -2.511 -1.361 0.167  0.1284
H -0.710 -2.212 -1.393  0.1273

***

(x)
Computed, not measured: C6H8S2 as an isolated structure, with ωB97M-V/def2-TZVPD.

Calculated values
- Gap between HOMO and LUMO: 0.3291 Ha
- 2S+1: 1

Each line ends with the Löwdin charge.
Element x y z (Å)
S -2.327 -0.479 -0.064  0.8636
S 1.440 -0.488 -1.060  0.8861
C -1.761 1.151 -0.343  -0.4356
C -0.465 1.310 -0.127  -0.2092
C -0.753 -0.913 0.787  -0.4197
C 1.523 0.292 1.247  -0.2315
C 0.312 0.096 0.297  -0.7288
C 2.595 0.164 0.185  -0.4435
H 0.028 2.286 -0.219  0.1205
H 2.934 1.157 -0.142  0.0783
H -2.450 1.927 -0.722  0.0828
H 3.391 -0.453 0.474  0.0513
H -0.894 -0.682 1.859  0.0916
H 1.460 1.149 1.892  0.1054
H -0.549 -1.950 0.588  0.0678
H 1.562 -0.561 1.961  0.1208

***

(y)
Computed, not measured: an isolated molecule of C6H8S2, with ωB97M-V/def2-TZVPD.

Calculated values
- Gap between HOMO and LUMO: 0.3413 Ha
- SMILES: C#C[C@]1(S)[C@H](C)[C@H]1S
- 2S+1: 1

Each line ends with the Löwdin charge.
Element x y z (Å)
S -0.791 2.303 0.260  0.7847
S -3.065 0.047 -0.743  0.6992
C 2.268 0.730 -1.438  0.0968
C -0.445 -0.397 0.673  -0.3837
C -0.145 0.738 -0.271  -0.8073
C 0.781 -1.341 0.720  -0.0583
C 1.126 0.751 -0.848  -0.2320
C -1.268 -0.470 -0.606  -0.4730
H 1.201 -1.350 -0.375  0.1049
H 0.237 2.518 1.180  -0.0641
H 3.465 0.456 -1.629  0.1125
H -1.065 0.044 1.420  0.1000
H -2.925 0.850 0.298  -0.2003
H -0.986 -1.402 -1.286  0.1457
H 1.455 -1.256 1.594  0.0855
H 0.154 -2.221 1.053  0.0894

***

Stability order, top to bottom: (x), (w), (y)

***

(w)
Computed, not measured: a 2-piece molecular cluster, C3H8O overall, with ωB97M-V/def2-TZVPD.

Calculated values
- Gap between HOMO and LUMO: 0.4007 Ha
- SMILES: [H][H].CCC=O
- 2S+1: 1

Each line ends with the Löwdin charge.
Element x y z (Å)
O 2.239 0.139 0.354  0.0009
C -1.420 0.334 -0.020  -0.1089
C 1.094 0.484 0.526  -0.3163
C 0.019 0.426 -0.531  -0.2409
H -1.732 -0.699 0.168  0.0698
H 0.800 -2.329 0.075  0.0633
H 1.455 -1.978 0.083  0.0479
H 0.169 1.384 -1.048  0.1207
H 0.782 0.950 1.487  0.1247
H -1.552 0.894 0.914  0.0698
H 0.257 -0.359 -1.255  0.0983
H -2.112 0.755 -0.755  0.0707

***

(x)
Computed, not measured: an isolated molecule of C3H8O, with ωB97M-V/def2-TZVPD.

Calculated values
- Gap between HOMO and LUMO: 0.4169 Ha
- SMILES: CCCO
- 2S+1: 1

Each line ends with the Löwdin charge.
Element x y z (Å)
O -1.861 0.771 -1.035  -0.0723
C 1.304 -0.336 0.740  -0.1206
C 0.373 -0.066 -0.440  -0.2593
C -1.023 0.341 0.021  -0.3038
H -1.488 -0.482 0.588  0.1198
H 0.774 0.739 -1.066  0.1109
H -0.947 1.196 0.702  0.1193
H -2.070 0.004 -1.580  0.0840
H 0.305 -0.959 -1.077  0.1082
H 1.366 0.541 1.396  0.0727
H 0.949 -1.178 1.347  0.0724
H 2.319 -0.571 0.405  0.0689

***

(y)
Computed, not measured: a 2-piece molecular cluster, C3H8O overall, with ωB97M-V/def2-TZVPD.

Calculated values
- Gap between HOMO and LUMO: 0.3711 Ha
- SMILES: C=CO.C
- 2S+1: 1

Each line ends with the Löwdin charge.
Element x y z (Å)
O 3.121 -0.064 0.612  -0.0444
C 1.372 -1.443 1.401  0.0094
C -2.780 0.802 -1.690  -0.0537
C 1.843 -0.241 1.137  -0.2732
H -3.058 0.523 -2.700  0.0111
H 3.547 0.699 0.979  0.0759
H 1.494 0.774 1.277  0.1044
H 2.066 -2.155 0.939  0.0729
H -2.867 0.098 -0.864  0.0142
H -1.744 1.127 -1.709  0.0126
H 0.589 -1.645 2.116  0.0554
H -3.580 1.524 -1.498  0.0153

***

(z)
Computed, not measured: C3H8O as an isolated structure, with ωB97M-V/def2-TZVPD.

Calculated values
- Gap between HOMO and LUMO: 0.3934 Ha
- 2S+1: 1

Each line ends with the Löwdin charge.
Element x y z (Å)
O -0.788 -0.915 -0.347  -0.2457
C 0.586 -0.898 0.099  -0.3632
C -1.510 0.251 0.025  -0.1843
C 1.180 0.422 -0.129  -0.1744
H 2.460 0.125 -0.440  0.1521
H 1.128 -1.796 -0.320  0.1329
H -2.684 -0.117 -0.020  0.1258
H 0.592 -0.991 1.164  0.0909
H 0.683 0.954 -1.208  0.1347
H -1.421 1.239 -0.741  0.1253
H 1.081 1.246 0.789  0.1175
H -1.308 0.480 1.127  0.0884

***

Stability order, top to bottom: (x), (w), (y), (z)

***

(w)
Computed, not measured: C3H8O as an isolated structure, with ωB97M-V/def2-TZVPD.

Calculated values
- Gap between HOMO and LUMO: 0.3970 Ha
- 2S+1: 1

Each line ends with the Löwdin charge.
Element x y z (Å)
O 1.915 -0.520 -0.560  -0.1971
C 0.615 0.624 -0.065  -0.0974
C -1.883 0.151 0.535  -0.1336
C -0.555 -0.343 0.065  -0.2997
H -2.275 1.131 -0.009  0.1200
H 1.062 0.659 0.907  0.1009
H -1.735 0.206 1.610  0.0640
H 1.606 0.482 -0.814  -0.0052
H -2.714 -0.561 0.435  0.0703
H 0.657 1.612 -0.581  0.1445
H -0.243 -1.203 0.664  0.1197
H -0.743 -0.760 -0.939  0.1137

***

(x)
Computed, not measured: a 2-piece molecular cluster, C3H8O overall, with ωB97M-V/def2-TZVPD.

Calculated values
- Gap between HOMO and LUMO: 0.2930 Ha
- 2S+1: 1

Each line ends with the Löwdin charge.
Element x y z (Å)
O 0.736 -1.659 -1.686  -0.1337
C 1.170 -0.050 0.427  -0.0480
C -1.122 0.506 -0.462  -0.1223
C -0.323 0.042 0.762  -0.2919
H 1.585 0.919 0.170  0.0893
H -0.661 -0.981 0.922  0.1054
H -0.470 0.692 1.627  0.1075
H -0.815 -0.169 -1.265  0.0366
H 1.797 -0.503 1.188  0.0889
H -2.184 0.331 -0.319  0.0717
H -0.860 1.505 -0.809  0.0759
H 1.147 -0.633 -0.555  0.0205

***

Stability order, top to bottom: (w), (x)